DFT (ωB97M-V with the def2-TZVPD basis set) results for a structure of composition C40H29AsCl2CoF5NO6P.

The geometry in XYZ format:
```
86
Properties=species:S:1:pos:R:3:forces:R:3
Co -0.931600 -0.379100 0.736700 0.43 2.84 0.94
O -1.570200 4.138400 4.537000 0.01 0.29 0.15
C -1.408500 3.095800 3.710100 0.05 -0.77 -0.43
C -1.778900 1.793800 4.065400 0.03 0.06 -0.15
C -1.619800 0.784600 3.137900 -0.03 -0.20 -0.12
N -1.086600 1.012600 1.938800 -0.06 1.13 1.09
C -0.683200 2.238500 1.595400 -0.15 -0.18 0.10
C -0.841400 3.313900 2.446500 0.02 -0.01 0.03
C -0.012700 2.203800 0.233900 -0.05 -0.09 -0.02
O 0.426300 3.203600 -0.297700 0.02 0.49 0.07
O 0.065800 1.003400 -0.237000 -0.05 -0.22 -0.30
C -1.985100 -0.704300 3.233800 0.20 0.59 -0.15
O -2.337000 -1.210800 4.270400 -0.22 -0.03 0.40
O -1.842800 -1.251400 2.082000 -0.75 -1.68 0.30
H -1.980400 3.862000 5.368200 0.08 -0.04 -0.19
H -2.186400 1.572800 5.041200 -0.09 -0.12 0.06
H -0.516400 4.295800 2.148300 0.05 0.15 -0.08
F 2.474300 -4.398800 -0.545200 -0.19 0.01 0.02
C 1.642600 -3.560600 0.094100 0.13 0.67 0.27
C 0.253300 -3.988900 0.297600 0.61 0.15 0.72
F -0.369300 -3.341300 1.314900 0.19 -0.52 -0.48
C -0.273600 -3.640300 -1.042700 -0.35 0.39 -0.84
F 0.012800 -4.482300 -2.048600 -0.08 0.18 0.47
C -0.210300 -2.194800 -1.309000 0.00 0.28 0.27
O -1.023800 -1.394700 -0.751400 0.12 -2.20 -1.90
C 1.242600 -1.806600 -1.547100 0.03 0.96 -0.34
F 1.796300 -2.653600 -2.472900 0.02 -0.29 0.06
C 1.845500 -2.154000 -0.182600 -1.21 -1.17 0.80
F 1.279000 -1.315400 0.773500 0.50 -0.60 -0.57
C 2.991200 -0.587800 -3.449600 -0.02 -0.08 0.28
C 2.168700 -0.907400 -4.685700 0.01 0.04 -0.11
As 3.256300 -1.792600 -6.102300 0.06 0.03 0.09
C 4.563700 -0.363600 -6.434500 -0.08 -0.14 -0.02
C 5.816500 -0.713800 -6.935700 -0.18 -0.27 0.06
C 6.747200 0.254700 -7.261600 0.07 -0.01 -0.07
C 6.429900 1.595400 -7.117300 0.04 0.08 -0.01
C 5.180200 1.958700 -6.646700 0.07 0.11 -0.05
C 4.254200 0.985800 -6.312600 -0.29 -0.11 0.15
C 4.310300 -2.917500 -4.876200 -0.07 0.06 -0.17
C 5.486000 -2.515600 -4.252500 0.09 0.19 -0.14
C 6.112900 -3.340400 -3.334300 0.11 0.02 0.07
C 5.572900 -4.577300 -3.024000 -0.02 -0.04 0.06
C 4.395600 -4.983200 -3.629700 0.02 -0.08 0.08
C 3.776000 -4.160900 -4.553500 -0.18 0.14 -0.22
P 1.951100 -0.073000 -2.028300 0.60 0.20 -0.69
C 3.162600 0.403700 -0.776900 -0.16 0.07 0.06
C 3.119300 1.647800 -0.159800 0.00 -0.05 -0.11
C 4.085100 1.988800 0.770400 0.17 0.03 -0.02
C 5.100700 1.100000 1.083900 -0.07 0.02 -0.08
C 5.149600 -0.138300 0.461900 0.09 0.00 -0.10
C 4.187300 -0.492100 -0.466600 0.07 0.08 -0.17
C 1.184800 1.383100 -2.798200 0.10 -0.28 0.24
C 2.116900 2.380100 -3.075100 0.05 -0.16 0.01
C 1.745700 3.493800 -3.796300 -0.08 0.06 -0.11
C 0.445700 3.604700 -4.262100 0.01 0.01 -0.02
C -0.478600 2.608400 -3.989500 -0.11 -0.04 0.02
C -0.118900 1.487800 -3.251500 0.02 0.03 0.06
H 3.685000 0.232500 -3.650900 -0.03 0.00 0.10
H 3.584600 -1.455400 -3.155000 -0.08 0.23 0.08
H 1.709100 -0.005200 -5.099200 0.10 -0.08 -0.07
H 1.345500 -1.587000 -4.452900 0.12 -0.04 -0.13
H 6.056400 -1.765000 -7.063700 0.08 0.06 0.00
H 7.717700 -0.036000 -7.637200 0.06 -0.02 -0.03
H 7.149900 2.354100 -7.383800 0.08 0.07 -0.01
H 4.921100 3.003200 -6.548000 -0.02 0.07 0.02
H 3.274700 1.292400 -5.962100 0.01 0.02 0.04
H 5.919200 -1.548400 -4.482200 -0.02 -0.03 0.05
H 7.021300 -3.008500 -2.850600 0.08 0.00 0.00
H 6.066600 -5.220400 -2.310200 0.01 -0.04 0.07
H 3.956600 -5.935300 -3.373800 -0.04 -0.10 -0.01
H 2.854300 -4.475900 -5.029200 -0.02 -0.09 0.02
H 2.344800 2.354900 -0.407400 -0.11 0.06 0.01
H 4.039800 2.956600 1.247100 -0.01 0.08 0.05
H 5.850800 1.370200 1.813400 0.09 0.02 0.03
H 5.935800 -0.838000 0.700500 0.06 -0.06 0.04
H 4.241100 -1.458300 -0.947000 0.05 -0.07 -0.03
H 3.134400 2.281300 -2.726200 0.08 0.07 -0.01
H 2.475100 4.262800 -4.000000 0.03 0.10 -0.02
H 0.157300 4.467900 -4.845200 -0.06 0.04 0.01
H -1.491000 2.716700 -4.352600 -0.05 -0.08 0.01
H -0.838900 0.716600 -3.019000 -0.08 -0.03 0.02
Cl 1.745600 0.835000 2.835200 0.29 -0.09 0.45
C 3.089200 0.030800 3.680800 -0.13 0.13 -0.05
Cl 3.547700 -1.469500 2.881400 0.02 -0.23 0.23
H 2.760000 -0.205200 4.690500 0.06 0.08 -0.15
H 3.945300 0.702500 3.668900 -0.13 -0.08 0.04
```
Positions in Å, forces in eV/Å.

Values from the calculation:
LUMO (alpha / beta) (Ha): -0.0045 / -0.0562
Strongest force on any atom (eV Å⁻¹): 3.018
Multiplicity: 5
Total energy (Ha): -7427.225199
E_HOMO (alpha / beta) (eV): -7.30 / -8.62